Formula: C7H5BClF2N2O9S
Source: the OMol25 dataset
Level of theory: ωB97M-V/def2-TZVPD

The geometry in XYZ format:
```
28
Properties=species:S:1:pos:R:3:forces:R:3
N -3.41195 1.63098 0.07319 5.73 -2.84 2.01
C -2.34438 1.12015 0.35665 -2.41 0.78 -3.65
O -1.03195 0.53816 0.16975 -3.07 3.48 2.47
C -0.23787 1.00332 1.28795 0.40 -0.64 0.92
Cl -0.89331 2.44636 2.26163 0.23 -1.18 -1.12
O -0.24953 -0.14850 2.19969 2.87 1.10 -0.91
S 1.36796 -0.46961 2.55527 2.62 -3.95 5.09
O 1.74284 -1.92133 2.81241 -2.04 4.38 -2.98
O 1.75995 0.21278 3.84130 -1.45 0.36 -4.41
O 2.01858 0.15092 1.11046 -1.25 0.02 1.45
C 1.31806 1.42270 0.97071 -1.82 0.53 1.30
C 1.43459 2.25187 -0.39077 0.96 -0.98 -0.86
C 2.47154 3.47196 -0.36417 0.46 1.23 1.06
N 2.63794 4.35285 0.60299 -1.14 -2.94 -2.20
H 1.58000 1.98045 1.95105 -0.21 -0.29 -1.96
H 0.39907 2.58824 -0.79240 1.69 -0.49 1.02
H 1.82536 1.50631 -1.19196 -0.73 1.16 1.33
H 3.14715 3.59901 -1.29814 -1.30 -0.33 1.54
H 1.96308 4.07912 1.34356 0.41 0.42 -0.15
B -1.74847 -3.33459 -0.76208 0.00 -0.27 2.29
O -2.60099 -4.10813 -1.68169 0.34 0.34 -0.70
C -2.24327 -3.78676 -2.92294 -2.44 -2.22 -0.15
O -2.74981 -4.24791 -3.92012 0.39 0.35 0.33
C -1.15932 -2.80448 -2.88092 2.41 2.16 0.00
O -0.60865 -2.30752 -3.83716 -0.36 -0.30 0.32
O -0.85652 -2.52772 -1.61347 -0.25 -0.17 -0.76
F -0.97834 -4.22175 0.06143 -0.70 0.85 -0.71
F -2.55178 -2.47688 0.05777 0.66 -0.58 -0.59
```
Positions in Å, forces in eV/Å.

Properties
**Orbital gap**: 8.644 eV
**Total charge**: -1
**Largest force on an atom**: 6.95 eV/Å
**Energy**: -2139.5141 Eh
**Lowest unoccupied orbital energy**: 1.77 eV
**Highest occupied orbital energy**: -6.873 eV

***

Formula: C7H5BrF3NO
Source: the OMol25 dataset
Level of theory: ωB97M-V/def2-TZVPD

The geometry in XYZ format:
```
18
Properties=species:S:1:pos:R:3:forces:R:3
C -0.42130 -1.24957 -1.23954 -0.50 0.61 -0.39
C -0.14887 -1.23104 0.05351 -0.01 1.30 0.22
C -0.44193 1.17855 -1.29965 1.95 4.81 1.53
C -0.82520 0.26391 2.01190 1.27 -0.11 1.94
C -0.57671 -0.00068 -2.08795 -0.28 -2.82 -0.59
C 0.09265 0.13314 0.72228 1.71 0.10 1.41
C 1.71099 0.28901 1.26203 -0.80 -2.03 -0.51
N -0.01829 1.30783 -0.08683 -1.61 -0.87 -1.25
O -0.77279 -0.65506 2.81015 -0.69 1.18 -1.24
F 2.50317 0.28257 0.13804 -0.82 -0.04 1.37
F 2.01165 1.39188 1.96328 -0.60 -1.01 -0.50
F 2.04293 -0.84208 2.02251 -0.36 2.05 -1.20
Br -2.44000 0.00783 -2.79981 0.33 -0.03 -0.01
H -0.69996 -2.15242 -1.74044 0.04 -0.52 -0.14
H -0.25645 -2.13134 0.64075 0.40 0.12 0.25
H -0.51469 2.23165 -1.74332 -0.24 -1.79 -0.12
H -1.31879 1.28039 2.35540 0.68 -1.59 -1.29
H 0.07358 -0.10458 -2.98229 -0.46 0.65 0.53
```
Positions in Å, forces in eV/Å.

Properties
**Orbital gap**: 9.846 eV
**Total charge**: 0
**Relative energy (zero: lowest compared OMol25 entry of this formula, charge and spin)**: 0.0 kJ/mol
**Largest force on an atom**: 5.42 eV/Å
**Energy**: -3273.2874 Eh
**Lowest unoccupied orbital energy**: -0.19 eV
**Highest occupied orbital energy**: -10.035 eV

***

Formula: C7H5F5
Source: the OMol25 dataset
Level of theory: ωB97M-V/def2-TZVPD

The geometry in XYZ format:
```
17
Properties=species:S:1:pos:R:3:forces:R:3
C 2.37473 -1.36804 -0.04865 -4.01 2.08 -0.03
C 2.88039 -0.35340 0.63475 0.29 -0.06 0.33
C 0.76963 0.58396 -1.27108 -0.26 0.06 0.12
C 1.63237 1.60403 -0.47858 -0.14 -0.03 0.39
C 0.72991 -0.32787 -0.04772 3.43 -2.11 -0.21
C 1.72240 0.60635 0.70260 0.11 0.01 -0.64
C -0.47982 -0.99885 0.49028 0.01 0.10 0.11
F 2.73323 -2.49923 -0.58336 0.30 0.23 0.04
F 4.10729 -0.15702 1.11860 -0.15 0.12 -0.09
F 1.38983 0.04541 -2.35771 0.28 -0.15 -0.37
F 2.81251 1.95822 -1.04736 0.38 0.03 -0.25
F 1.41088 1.13302 1.91883 0.02 -0.04 0.29
H -0.19729 0.96501 -1.61376 0.02 0.03 0.18
H 1.09687 2.52163 -0.21356 -0.11 -0.21 0.04
H -0.26185 -1.45860 1.45083 -0.04 -0.05 0.06
H -0.82939 -1.76402 -0.20031 -0.03 -0.02 -0.01
H -1.27718 -0.26821 0.62880 -0.12 0.02 0.03
```
Positions in Å, forces in eV/Å.

Properties
**Orbital gap**: 10.687 eV
**Total charge**: 0
**Relative energy (zero: lowest compared OMol25 entry of this formula, charge and spin)**: 0.0 kJ/mol
**Largest force on an atom**: 4.52 eV/Å
**Energy**: -768.9331 Eh
**Lowest unoccupied orbital energy**: 0.69 eV
**Highest occupied orbital energy**: -10.000 eV

***

Formula: C7H5NOS
Source: the OMol25 dataset
Level of theory: ωB97M-V/def2-TZVPD

The geometry in XYZ format:
```
15
Properties=species:S:1:pos:R:3:forces:R:3
C 1.34355 -0.36562 0.39187 -1.33 -1.12 0.40
C 2.38006 0.57049 0.05096 2.11 1.86 -0.68
C 0.02316 -0.12027 0.16469 1.74 0.39 -0.20
C -0.46213 1.14837 -0.11469 -1.76 2.14 -0.59
C -1.29380 2.01827 -0.28416 1.19 -0.04 -0.07
C -2.98609 0.16416 0.32137 -4.13 2.93 0.77
C -1.00864 -1.15312 -0.06229 0.42 -2.74 -1.16
N -2.36951 -0.83693 0.23576 2.14 -1.86 -0.53
O -3.85626 0.96982 0.47866 1.91 -1.21 -0.38
S 4.03043 0.39910 0.34554 -2.41 0.00 -0.31
H 1.49468 -1.37892 0.81949 0.80 0.77 -0.54
H 2.09392 1.54841 -0.56884 0.19 -2.25 1.52
H -1.93574 2.85556 -0.45598 0.10 -0.12 0.07
H -0.82686 -1.48218 -1.17526 -0.87 0.79 1.69
H -0.74474 -2.08831 0.46542 -0.09 0.45 0.02
```
Positions in Å, forces in eV/Å.

Properties
**Orbital gap**: 7.306 eV
**Total charge**: 0
**Relative energy (zero: lowest compared OMol25 entry of this formula, charge and spin)**: 469.8 kJ/mol
**Largest force on an atom**: 5.12 eV/Å
**Energy**: -797.7844 Eh
**Lowest unoccupied orbital energy**: -1.59 eV
**Highest occupied orbital energy**: -8.895 eV

***

Formula: C7H6
Source: the OMol25 dataset
Level of theory: ωB97M-V/def2-TZVPD

The geometry in XYZ format:
```
13
Properties=species:S:1:pos:R:3:forces:R:3
C 1.80511 -1.00607 -1.10702 -1.19 1.15 -0.48
C 1.61096 -0.59135 0.19316 -0.24 0.91 1.31
C 0.74473 0.01012 -3.31170 -1.11 1.13 -2.37
C 1.09829 -0.46462 -2.23144 2.34 -2.05 4.12
C 0.73873 0.42782 0.81453 -0.57 -1.22 -2.88
C -0.50682 0.35804 0.44945 -0.16 -0.75 0.41
C -1.57548 -0.21468 -0.33871 -0.05 -0.07 -0.01
H 2.60540 -1.72169 -1.24041 -0.13 -0.19 -0.32
H 2.07880 -0.94734 1.12464 0.76 -1.03 -1.22
H 1.09478 0.82435 1.68928 0.67 1.42 1.96
H -1.75481 -1.29816 -0.05335 0.58 1.07 -0.51
H -1.32259 -0.05111 -1.43413 -0.86 -0.32 1.03
H -2.47539 0.28379 0.07208 -0.05 -0.04 -1.03
```
Positions in Å, forces in eV/Å.

Properties
**Orbital gap (alpha / beta)**: 8.637 / 5.770 eV
**Total charge**: 0
**Relative energy (zero: lowest compared OMol25 entry of this formula, charge and spin)**: 592.9 kJ/mol
**Largest force on an atom**: 5.16 eV/Å
**Energy**: -270.0103 Eh
**Lowest unoccupied orbital energy (alpha / beta)**: -0.53 / -2.64 eV
**Highest occupied orbital energy (alpha / beta)**: -9.165 / -8.411 eV

***

Formula: C7H6
Source: the OMol25 dataset
Level of theory: ωB97M-V/def2-TZVPD

The geometry in XYZ format:
```
13
Properties=species:S:1:pos:R:3:forces:R:3
C -1.46504 -0.22419 -0.28606 -1.69 -1.27 0.56
C -0.59030 -1.25641 0.13536 -0.13 0.47 0.10
C 0.99964 0.69409 0.99381 -0.53 0.72 2.70
C -0.97475 0.97400 -0.62735 5.13 -1.89 0.14
C 1.66364 -0.37510 -0.78371 -1.59 0.05 -1.68
C 0.78338 -0.67391 0.26008 -1.21 1.40 1.18
C 0.60027 0.78178 -0.43319 0.68 -0.23 0.79
H -2.54279 -0.27805 -0.27666 -0.34 -0.75 0.00
H -0.89694 -2.29440 0.29165 0.29 0.52 0.07
H 0.28810 1.02998 1.83737 0.63 -0.69 -1.70
H 2.04045 0.87217 1.38752 -0.99 -0.28 -1.02
H -1.46178 1.84466 -0.90643 -0.64 1.39 -0.46
H 1.55612 -1.09463 -1.59238 0.39 0.56 -0.68
```
Positions in Å, forces in eV/Å.

Properties
**Orbital gap (alpha / beta)**: 7.475 / 7.132 eV
**Total charge**: 0
**Relative energy (zero: lowest compared OMol25 entry of this formula, charge and spin)**: 445.1 kJ/mol
**Largest force on an atom**: 5.47 eV/Å
**Energy**: -270.0666 Eh
**Lowest unoccupied orbital energy (alpha / beta)**: -0.10 / -0.45 eV
**Highest occupied orbital energy (alpha / beta)**: -7.577 / -7.582 eV

***

Formula: C7H6
Source: the OMol25 dataset
Level of theory: ωB97M-V/def2-TZVPD

The geometry in XYZ format:
```
13
Properties=species:S:1:pos:R:3:forces:R:3
C -0.76793 -1.23553 0.14496 0.61 -4.11 0.28
C -1.63365 -0.08893 0.17404 1.45 1.01 -0.51
C -2.81495 0.16188 -0.20355 -2.27 0.45 -0.25
C 0.45399 -0.91260 -0.26675 -0.06 1.09 -0.27
C 1.82627 -0.39643 0.01429 -3.97 0.35 -0.71
C -0.67870 1.15637 0.25790 2.17 -2.08 1.36
C 0.57932 0.51726 -0.47000 0.22 0.81 0.77
H -1.02001 -2.32423 0.34632 -0.13 1.77 0.29
H 2.21566 -0.55602 0.95221 0.56 0.10 2.25
H 2.46653 -0.63505 -0.74043 1.99 0.05 -2.11
H -1.02159 2.09817 -0.09232 -0.25 0.60 -0.43
H -0.32295 1.21015 1.29518 -0.73 0.39 0.14
H 0.71801 1.00497 -1.41184 0.41 -0.43 -0.82
```
Positions in Å, forces in eV/Å.

Properties
**Orbital gap**: 8.276 eV
**Total charge**: 0
**Relative energy (zero: lowest compared OMol25 entry of this formula, charge and spin)**: 486.4 kJ/mol
**Largest force on an atom**: 4.17 eV/Å
**Energy**: -270.0509 Eh
**Lowest unoccupied orbital energy**: -0.18 eV
**Highest occupied orbital energy**: -8.459 eV

***

Formula: C7H6
Source: the OMol25 dataset
Level of theory: ωB97M-V/def2-TZVPD

The geometry in XYZ format:
```
13
Properties=species:S:1:pos:R:3:forces:R:3
C -1.21531 0.69430 -2.87661 -0.40 -0.64 -0.48
C 1.38331 1.63555 2.55413 -1.14 -1.76 -2.40
C -0.35239 0.79022 -2.01636 -0.40 -0.13 -0.87
C 0.89513 0.93481 1.64234 0.67 0.77 2.38
C 0.66009 0.88952 -1.18539 -0.61 -1.33 4.68
C 0.32067 0.08740 0.79536 0.85 2.19 -4.69
C -0.10394 -1.28906 0.71193 -2.16 -0.03 -3.91
H -1.72361 0.25063 -3.70028 -0.26 0.28 -0.03
H 1.57893 2.24507 3.36821 0.39 0.82 0.84
H 1.30783 1.70773 -1.07525 0.96 0.73 0.00
H -0.04179 -1.66774 1.67648 -0.06 -1.49 1.55
H 0.53891 -1.77234 -0.08892 -0.56 0.08 1.35
H -1.23244 -1.41808 0.21008 2.72 0.49 1.59
```
Positions in Å, forces in eV/Å.

Properties
**Orbital gap (alpha / beta)**: 7.736 / 7.135 eV
**Total charge**: 0
**Relative energy (zero: lowest compared OMol25 entry of this formula, charge and spin)**: 649.2 kJ/mol
**Largest force on an atom**: 5.25 eV/Å
**Energy**: -269.9888 Eh
**Lowest unoccupied orbital energy (alpha / beta)**: -0.47 / -0.79 eV
**Highest occupied orbital energy (alpha / beta)**: -8.210 / -7.923 eV

***

Formula: C7H6AlNO7
Source: the OMol25 dataset
Level of theory: ωB97M-V/def2-TZVPD

The geometry in XYZ format:
```
22
Properties=species:S:1:pos:R:3:forces:R:3
O 0.13155 0.17265 -4.79724 -1.11 -0.41 2.92
C -0.34517 -0.12724 -3.70369 0.48 -0.23 -4.46
Al -0.32465 0.25953 -0.66501 0.31 -2.04 -0.53
O 1.67860 -0.55936 -2.39798 -1.32 -0.03 -0.60
C 0.46158 -0.41737 -2.48273 2.42 1.59 0.42
C -2.20844 0.25363 -1.62285 -5.45 0.12 -0.42
O -3.32337 0.22428 -1.93619 4.86 0.13 1.19
C -0.39882 -1.74272 -1.28716 -1.37 -4.09 1.64
O -0.32271 -2.84282 -1.65845 0.08 3.56 0.36
C 0.11653 2.15111 -1.41566 0.31 6.65 -0.31
O 0.15598 3.29106 -1.60739 -0.04 -5.40 0.49
H -1.47813 -0.18840 -3.58532 0.95 0.06 -0.14
N 0.93529 -0.83337 3.41748 -0.27 -0.08 0.76
C 0.52412 0.53569 3.00506 0.07 0.38 -0.21
C 0.23214 0.45134 1.54573 -0.56 -0.66 -0.95
O -0.73760 1.13627 1.01650 1.87 -1.62 -0.37
O 0.88293 -0.41712 0.83988 -1.73 2.48 -0.05
H 0.07067 -1.37158 3.57774 0.50 -0.33 -0.13
H 1.43084 -0.80431 4.31204 0.10 -0.08 0.10
H 1.54418 -1.29437 2.71759 -0.33 0.14 0.16
H -0.35681 0.88036 3.54453 0.05 -0.19 0.14
H 1.33128 1.24275 3.18312 0.15 0.04 -0.01
```
Positions in Å, forces in eV/Å.

Properties
**Orbital gap (alpha / beta)**: 6.575 / 6.568 eV
**Total charge**: +2
**Relative energy (zero: lowest compared OMol25 entry of this formula, charge and spin)**: 22.0 kJ/mol
**Largest force on an atom**: 6.66 eV/Å
**Energy**: -1093.5271 Eh
**Lowest unoccupied orbital energy (alpha / beta)**: -8.89 / -8.89 eV
**Highest occupied orbital energy (alpha / beta)**: -15.462 / -15.457 eV

***

Formula: C7H6BrCl
Source: the OMol25 dataset
Level of theory: ωB97M-V/def2-TZVPD

The geometry in XYZ format:
```
15
Properties=species:S:1:pos:R:3:forces:R:3
C 0.80287 0.92411 1.41870 0.08 0.06 0.08
C 1.20865 1.02856 -0.92694 0.02 -0.03 -0.07
C -0.21389 0.00573 1.20403 -0.14 -0.11 -0.12
C 0.19787 0.10493 -1.14667 -0.01 -0.01 0.00
C 1.52794 1.44703 0.35697 -0.36 -0.33 -0.01
C -1.61825 -1.44181 -0.29383 0.34 -0.03 0.12
C -0.53200 -0.41699 -0.08381 0.10 0.12 0.01
Cl -2.58440 -1.12015 -1.74709 -0.03 -0.07 0.15
Br -0.80531 -3.24237 -0.41228 -0.19 0.30 0.02
H 1.02755 1.23006 2.42960 0.02 0.04 0.09
H 1.75288 1.42008 -1.77329 0.06 0.03 -0.07
H -0.76212 -0.38871 2.04806 -0.06 -0.04 0.08
H -0.02555 -0.20900 -2.15568 -0.03 -0.02 -0.06
H 2.32186 2.15726 0.52528 0.06 0.08 0.02
H -2.29810 -1.49871 0.55693 0.14 0.02 -0.22
```
Positions in Å, forces in eV/Å.

Properties
**Orbital gap**: 9.976 eV
**Total charge**: 0
**Relative energy (zero: lowest compared OMol25 entry of this formula, charge and spin)**: 0.0 kJ/mol
**Largest force on an atom**: 0.49 eV/Å
**Energy**: -3304.5488 Eh
**Lowest unoccupied orbital energy**: 0.47 eV
**Highest occupied orbital energy**: -9.506 eV

***

Formula: C7H6BrClOS
Source: the OMol25 dataset
Level of theory: ωB97M-V/def2-TZVPD

The geometry in XYZ format:
```
17
Properties=species:S:1:pos:R:3:forces:R:3
O -2.20929 0.76740 1.49735 -1.23 0.01 0.40
Cl -2.43798 -3.12645 0.02459 0.05 -0.26 0.16
Br 3.79525 1.42170 -1.74451 -0.73 -0.31 0.51
C 2.29747 -0.13733 0.19079 1.37 0.15 -1.09
C 0.99789 1.53248 -0.99533 0.09 0.55 -0.57
C 1.19950 -0.56613 0.89150 -1.98 -1.60 1.36
C -0.11405 1.07261 -0.29149 0.06 1.02 0.62
C 2.22425 0.89220 -0.74990 -0.69 0.22 -0.19
C -0.01115 0.02690 0.63736 -0.69 -0.08 -1.55
S -1.58029 -0.57152 1.37998 1.26 1.11 0.49
C -2.52173 -1.38803 0.05044 -0.28 0.82 -0.10
H 3.23833 -0.65206 0.18127 0.33 -0.24 0.66
H 0.87671 2.38489 -1.74580 0.37 -1.33 1.27
H 1.02051 -1.40342 1.64822 1.56 0.90 -1.16
H -0.99733 1.71873 -0.27453 -0.08 -0.71 -0.39
H -2.25276 -0.98953 -0.89603 0.67 0.22 -0.90
H -3.52532 -0.98244 0.19609 -0.08 -0.47 0.49
```
Positions in Å, forces in eV/Å.

Properties
**Orbital gap**: 9.474 eV
**Total charge**: 0
**Relative energy (zero: lowest compared OMol25 entry of this formula, charge and spin)**: 61.7 kJ/mol
**Largest force on an atom**: 2.89 eV/Å
**Energy**: -3777.9088 Eh
**Lowest unoccupied orbital energy**: 0.20 eV
**Highest occupied orbital energy**: -9.269 eV

***

Which value of largest force on an atom does entry 6 give? 5.47 eV/Å